Molecular formula: CH3O3Si
Method: DFT, ωB97M-V with the def2-TZVPD basis set

CARTESIAN COORDINATES (ANGSTROEM)
C 0.168 -0.981 -0.423
O 0.404 -1.355 0.852
O 0.246 -1.770 -1.321
O 0.830 1.984 -0.948
Si -0.271 0.942 -0.612
H 0.173 -0.579 1.464
H 0.190 0.801 1.805
H -1.740 0.957 -0.817

The value obtained for the max |F| is 2.9 eV/Å. The calculation puts the lowest unoccupied orbital energy at 4.08 eV. Its charge is -1. The value obtained for the relative energy (zero: lowest compared OMol25 entry of this formula, charge and spin) is 2.533 eV. Its spin multiplicity is 1. For the calculated total energy, the calculation gives -555.13088 Ha.

---

Molecular formula: C3H3ClFNOS
Method: DFT, ωB97M-V with the def2-TZVPD basis set

CARTESIAN COORDINATES (ANGSTROEM)
O 1.965 0.887 0.183
C 0.910 1.424 -0.430
N -0.380 0.914 -0.400
C -0.904 -0.353 0.073
S -2.572 -0.487 -0.057
C 0.025 -1.325 0.514
F 0.909 -1.173 1.549
Cl 0.929 -1.956 -0.970
H 0.916 2.485 -0.836
H -1.145 1.581 -0.628
H -0.653 -1.998 1.002

The value obtained for the max |F| is 7.6 eV/Å. The calculation puts the lowest unoccupied orbital energy at -1.71 eV. Its charge is 0. The value obtained for the relative energy (zero: lowest compared OMol25 entry of this formula, charge and spin) is 1.787 eV. Its spin multiplicity is 1. For the calculated total energy, the calculation gives -1204.28912 Ha. As for the SMILES: O=CNC(=S)[C@H](F)Cl.

---

Molecular formula: C29H63N4O18
Method: DFT, ωB97M-V with the def2-TZVPD basis set

CARTESIAN COORDINATES (ANGSTROEM)
C 4.553 -2.464 1.582
C 3.064 -1.968 1.562
C 3.055 -0.455 1.829
C 1.704 0.266 1.556
C 1.847 1.656 2.268
O 3.180 2.113 2.243
N 3.181 3.541 2.381
O 4.232 3.917 2.689
N 0.553 -0.379 2.253
C -0.216 -1.429 1.533
O 0.125 -2.753 1.997
C -0.888 -3.279 2.645
N -1.781 -3.927 2.974
C -0.154 -1.377 0.010
C -1.372 -2.157 -0.528
C -0.956 -3.540 -1.068
O -0.949 -4.522 -0.041
C 0.089 0.064 -0.549
C 0.270 -0.078 -2.078
C 0.143 1.190 -2.948
C 1.291 1.221 -4.005
C 0.890 1.914 -5.293
O 1.451 1.696 -6.324
O -0.167 2.791 -5.309
C -0.920 1.127 -0.032
C -2.367 0.704 0.214
C -2.784 0.632 1.557
C -4.062 0.262 1.948
C -5.008 -0.068 0.979
C -4.629 0.034 -0.356
C -3.344 0.419 -0.754
C -3.076 0.548 -2.241
C 1.540 0.413 0.014
C 2.126 1.709 -0.503
C 3.385 1.681 -1.107
C 4.027 2.813 -1.612
C 3.312 4.014 -1.467
C 2.085 3.934 -0.824
N 1.478 2.862 -0.344
H 4.834 -2.684 2.606
H 5.192 -1.662 1.207
H 4.668 -3.319 0.924
H 2.570 -2.529 2.357
H 2.665 -2.245 0.584
H 3.786 0.002 1.168
H 3.341 -0.308 2.874
H 1.586 1.475 3.327
H 1.132 2.394 1.900
H -0.123 0.333 2.546
H 0.904 -0.785 3.129
H -1.264 -1.285 1.808
H 0.738 -1.940 -0.284
H -1.899 -1.678 -1.344
H -2.090 -2.368 0.268
H -0.022 -3.502 -1.635
H -1.739 -3.834 -1.782
H -0.582 -5.322 -0.431
H -0.400 -0.819 -2.517
H 1.271 -0.486 -2.255
H 0.226 2.124 -2.394
H -0.774 1.224 -3.530
H 2.155 1.758 -3.605
H 1.625 0.222 -4.282
H -0.080 3.464 -4.623
H -0.939 2.033 -0.640
H -0.566 1.483 0.940
H -2.055 0.887 2.330
H -4.274 0.246 3.006
H -5.997 -0.354 1.309
H -5.377 -0.202 -1.104
H -4.035 0.501 -2.762
H -2.680 1.544 -2.440
H -2.463 -0.242 -2.667
H 2.156 -0.376 -0.421
H 3.893 0.725 -1.205
H 4.991 2.790 -2.098
H 3.689 4.961 -1.824
H 1.565 4.881 -0.680
O -1.651 0.266 -6.155
H -1.116 1.032 -6.385
H -1.273 -0.451 -6.674
O -6.979 -2.481 1.698
H -6.112 -2.859 1.884
H -7.558 -3.246 1.619
O -4.232 -3.692 0.733
H -3.323 -4.001 0.865
H -4.149 -2.946 0.127
O -1.157 4.765 -0.920
H -0.250 4.454 -0.812
H -1.087 5.533 -1.498
O -5.597 1.684 4.219
H -6.509 1.870 3.971
H -5.298 2.495 4.644
O 7.083 -3.684 1.992
H 7.719 -2.984 1.811
H 7.451 -4.453 1.544
O 0.073 -6.800 3.929
H -0.609 -6.146 3.738
H 0.789 -6.588 3.324
O 1.562 -5.387 -1.155
H 1.338 -5.214 -0.232
H 2.474 -5.090 -1.233
O -2.667 6.306 1.131
H -2.280 5.608 0.586
H -3.560 6.002 1.317
O 6.691 4.220 -2.292
H 6.571 5.032 -2.795
H 7.643 4.165 -2.159
O -3.526 -6.457 -0.187
H -4.316 -7.003 -0.127
H -3.847 -5.558 -0.068
O -0.777 6.847 3.873
H -0.912 7.774 4.090
H -1.145 6.755 2.985

The value obtained for the max |F| is 2.9 eV/Å. The calculation puts the lowest unoccupied orbital energy at -2.73 eV. Its charge is +1. Its spin multiplicity is 1. For the calculated total energy, the calculation gives -2715.78639 Ha.

---

Molecular formula: C10H13O3
Method: DFT, ωB97M-V with the def2-TZVPD basis set

CARTESIAN COORDINATES (ANGSTROEM)
C 0.554 1.715 -2.789
C -0.808 1.089 -2.990
C 0.596 3.007 -1.741
O 1.318 3.916 -1.943
O -0.081 2.739 -0.700
H 1.143 0.886 -2.245
H 1.190 2.042 -3.546
H -1.309 0.921 -2.019
H -0.854 -0.026 -3.156
H -1.386 1.567 -3.680
C 1.328 -2.849 2.660
C -1.683 -1.195 1.161
C -0.871 -2.157 1.729
C -1.108 0.073 0.815
C 0.495 -1.910 1.925
C 0.253 0.388 1.178
C 1.098 -0.619 1.640
O -1.828 1.038 0.121
H -2.631 -1.465 0.952
H -1.321 -3.146 1.830
H -1.166 1.910 -0.173
H 0.813 1.296 0.827
H 0.896 -2.750 3.623
H 2.356 -2.401 2.574
H 2.081 -0.266 1.666
H 0.926 -3.804 2.279

The value obtained for the max |F| is 5.9 eV/Å. The calculation puts the lowest unoccupied orbital energy at 3.34 eV. Its charge is -1. The value obtained for the relative energy (zero: lowest compared OMol25 entry of this formula, charge and spin) is 2.581 eV. Its spin multiplicity is 1. For the calculated total energy, the calculation gives -614.56641 Ha.

---

Molecular formula: CCuF4O3P
Method: DFT, ωB97M-V with the def2-TZVPD basis set

CARTESIAN COORDINATES (ANGSTROEM)
C -2.901 -2.400 0.233
O -0.226 1.384 0.200
O -3.055 -3.244 1.011
O -2.516 -1.570 -0.488
Cu -1.161 0.030 -1.164
P 1.257 1.100 0.129
F 1.764 2.259 1.191
F 2.012 0.019 1.034
F 1.073 -0.174 -1.014
F 2.223 1.763 -0.962

The value obtained for the max |F| is 2.1 eV/Å. The calculation puts the lowest unoccupied orbital energy at -1.14 eV. Its charge is 0. Its spin multiplicity is 1. For the calculated total energy, the calculation gives -2645.31129 Ha.

---

Molecular formula: C3H12NO2S
Method: DFT, ωB97M-V with the def2-TZVPD basis set

CARTESIAN COORDINATES (ANGSTROEM)
C 0.975 -1.912 1.448
N 0.410 -0.938 0.509
C 0.543 0.423 0.974
C -0.011 1.357 -0.092
S 1.175 1.342 -1.499
H 1.367 -2.868 1.058
H 0.154 -2.277 2.068
H 1.844 -1.509 2.016
H 0.974 -1.041 -0.333
H -0.006 0.355 2.020
H 1.590 0.723 1.119
H 0.107 2.301 0.424
H -1.012 1.005 -0.337
H -1.067 -1.034 3.109
H -1.252 0.373 2.992
O -1.365 -0.306 3.674
H -3.076 -0.840 -4.096
H -1.567 -0.619 -4.238
O -2.266 -0.742 -3.588

The value obtained for the max |F| is 2.5 eV/Å. The calculation puts the lowest unoccupied orbital energy at 3.34 eV. Its charge is -1. The value obtained for the relative energy (zero: lowest compared OMol25 entry of this formula, charge and spin) is 2.011 eV. Its spin multiplicity is 1. For the calculated total energy, the calculation gives -724.90964 Ha.

---

Molecular formula: C4H5Cl
Method: DFT, ωB97M-V with the def2-TZVPD basis set

CARTESIAN COORDINATES (ANGSTROEM)
C -0.687 0.657 0.356
C 0.630 0.524 0.132
C 0.921 -0.617 -0.770
C -0.046 -1.471 -0.588
Cl -0.171 -3.128 -1.452
H -0.906 1.610 1.000
H -1.497 -0.018 0.099
H 1.402 1.235 0.288
H 1.642 -0.536 -1.479
H -0.602 -1.684 0.295

The value obtained for the max |F| is 5.9 eV/Å. The calculation puts the lowest unoccupied orbital energy at 0.46 eV. Its charge is 0. The value obtained for the relative energy (zero: lowest compared OMol25 entry of this formula, charge and spin) is 1.509 eV. Its spin multiplicity is 1. For the calculated total energy, the calculation gives -615.50022 Ha. As for the SMILES: C=C/C=C/Cl.

---

Among the records above, which one has the highest lowest unoccupied orbital energy? CH3O3Si

---

Look up the max |F| of the sixth one. 2.5 eV/Å

---

What is the spin multiplicity in the fifth record? 1